[1]
{"formula": "C23H30CdClN9O5S4Sb", "method": "wB97M-V/def2-TZVPD", "elements": ["Sb", "Cd", "Cl", "S", "S", "S", "S", "O", "O", "O", "O", "O", "N", "N", "N", "N", "N", "N", "N", "N", "N", "C", "C", "C", "C", "C", "C", "C", "C", "C", "C", "C", "C", "C", "C", "C", "C", "C", "C", "C", "C", "C", "C", "C", "H", "H", "H", "H", "H", "H", "H", "H", "H", "H", "H", "H", "H", "H", "H", "H", "H", "H", "H", "H", "H", "H", "H", "H", "H", "H", "H", "H", "H", "H"], "xyz": [[-2.3303, 3.8535, 2.9005], [-1.2497, 0.7207, 0.5662], [4.7719, 2.9673, -3.6946], [-2.6208, 5.2256, 1.0890], [-2.6551, 1.5118, 2.5008], [-0.4333, 4.1413, 4.1493], [-3.3247, -1.9222, -0.8078], [0.2754, 0.2734, -1.0548], [-0.0458, 2.7425, 0.3670], [-2.3678, 1.7696, -1.3261], [-4.2322, -0.8010, -0.7989], [-3.8483, -3.2191, -0.4493], [0.7058, 0.8032, 2.6655], [2.9273, 0.2175, 2.8976], [1.5152, 0.0749, 4.7836], [-2.0648, -1.4799, 0.0766], [-4.3985, 2.1185, -0.3713], [-0.9034, -3.5008, -0.3385], [-1.1600, -2.3046, -6.3553], [-0.0870, -1.7722, 1.0945], [-3.9279, 2.9534, -2.4761], [-1.9720, -0.9999, -2.9928], [-1.4596, -1.0882, -4.2743], [3.9956, 0.8551, 3.6471], [-2.6901, -2.0663, -2.4621], [0.9011, 3.0845, -0.3091], [3.0839, 0.8738, -3.2040], [1.5996, 2.2633, -1.2952], [-1.6607, -2.2351, -5.0391], [-3.5031, 2.2428, -1.3618], [3.4152, 2.1949, -2.8842], [1.2298, 0.9102, -1.5907], [3.0307, 0.5088, 1.4766], [-2.8998, -3.2058, -3.2162], [1.6286, 0.3912, 3.4242], [-2.3902, -3.2900, -4.5037], [0.2178, 0.3464, 5.3790], [0.2026, -4.1827, -0.0762], [2.0326, 0.2551, -2.5846], [-1.0095, -2.3064, 0.2570], [0.9910, -2.4812, 1.3387], [2.6805, 2.8710, -1.9457], [2.0797, -1.1879, 5.2112], [1.2025, -3.7332, 0.7659], [3.6704, 0.3465, -3.9480], [3.0093, -1.3885, 4.6836], [3.8216, 0.7500, 4.7146], [3.0156, 1.5884, 1.2797], [-0.9745, -3.2499, -6.6583], [1.2991, 4.1112, -0.1841], [-0.2044, 0.8273, 3.1223], [-2.5465, -4.1863, -5.0945], [-0.8869, -0.2612, -4.6790], [-0.3400, -1.7302, -6.4883], [1.3924, -2.0261, 5.0205], [-4.5338, 3.7304, -2.2577], [-5.3731, 2.2617, -0.5656], [-4.1477, 1.5326, 0.4252], [-3.1322, 3.2272, -3.0339], [-0.0831, 1.3773, 5.1883], [2.2818, -1.1562, 6.2855], [0.2898, -5.1475, -0.5705], [0.2981, 0.1952, 6.4565], [2.9310, 3.8954, -1.6936], [2.1948, 0.0779, 0.9331], [2.0938, -4.3128, 0.9623], [4.0585, 1.9271, 3.4160], [1.7155, -2.0356, 2.0156], [-1.7934, -0.1137, -2.4008], [3.9704, 0.0960, 1.1009], [4.9540, 0.3933, 3.3961], [-3.4348, -4.0337, -2.7739], [-0.5654, -0.3222, 4.9923], [1.7676, -0.7676, -2.8221]], "forces_ev_per_a": [[-0.060, 0.136, 0.109], [0.011, -0.009, 0.066], [-0.033, -0.011, 0.022], [-0.046, 0.007, -0.193], [-0.025, -0.391, -0.167], [0.162, -0.006, 0.111], [0.213, -0.102, -0.054], [-0.037, -0.058, 0.144], [0.034, 0.203, 0.053], [0.164, -0.060, -0.015], [-0.074, -0.063, -0.031], [-0.145, 0.033, 0.000], [-0.284, 0.080, 0.075], [-0.033, -0.028, 0.011], [-0.019, 0.108, 0.094], [-0.163, 0.094, -0.155], [-0.034, -0.189, 0.033], [0.166, -0.199, -0.110], [0.058, -0.025, -0.083], [0.093, -0.092, 0.016], [0.028, 0.070, -0.093], [-0.005, -0.094, -0.029], [-0.014, -0.002, 0.026], [0.040, -0.016, 0.076], [-0.042, 0.153, -0.058], [-0.044, -0.306, -0.092], [0.050, -0.062, -0.083], [-0.032, 0.239, 0.118], [0.032, 0.049, -0.011], [-0.134, -0.043, 0.364], [-0.011, 0.066, 0.046], [-0.020, -0.034, -0.081], [0.056, 0.016, -0.075], [0.062, -0.026, 0.061], [0.181, 0.020, -0.251], [-0.033, -0.041, 0.011], [-0.039, -0.007, -0.035], [-0.002, -0.022, 0.002], [0.019, 0.031, 0.006], [-0.174, 0.393, 0.244], [-0.035, -0.023, -0.019], [0.074, -0.019, -0.081], [0.024, -0.126, 0.013], [0.074, -0.035, 0.038], [-0.007, -0.002, 0.010], [-0.023, -0.008, 0.022], [0.036, 0.018, 0.005], [-0.007, -0.007, 0.033], [-0.007, 0.033, 0.033], [-0.008, -0.017, -0.009], [0.015, 0.061, 0.002], [-0.010, -0.020, -0.007], [0.019, 0.008, -0.014], [-0.031, -0.007, 0.001], [-0.002, -0.005, -0.007], [0.050, 0.021, 0.017], [0.067, 0.013, 0.047], [-0.047, 0.270, -0.189], [-0.054, 0.017, 0.011], [0.016, 0.026, -0.022], [-0.007, 0.002, -0.009], [0.005, -0.012, -0.010], [0.007, 0.025, 0.018], [0.002, 0.016, 0.010], [-0.002, -0.076, 0.015], [-0.010, 0.008, -0.003], [-0.004, 0.018, 0.014], [0.040, 0.013, -0.006], [-0.013, 0.034, 0.008], [0.003, 0.008, 0.006], [0.000, -0.002, -0.034], [-0.044, -0.030, 0.030], [0.017, 0.006, 0.011], [-0.006, -0.023, -0.003]], "lowdin_spin": [0.3686, 0.0159, 0.0000, 0.2409, 0.1071, 0.2439, 0.0010, 0.0002, 0.0033, 0.0019, 0.0003, 0.0002, 0.0026, 0.0000, 0.0001, 0.0053, -0.0003, 0.0001, 0.0000, 0.0012, 0.0005, 0.0000, 0.0000, 0.0001, 0.0001, 0.0009, 0.0000, 0.0001, 0.0000, 0.0010, 0.0000, 0.0000, 0.0000, 0.0000, 0.0009, 0.0000, 0.0003, 0.0000, 0.0000, 0.0004, 0.0001, 0.0000, 0.0000, 0.0000, 0.0000, 0.0000, 0.0000, 0.0000, 0.0000, 0.0006, 0.0014, 0.0000, 0.0000, 0.0000, 0.0000, 0.0001, 0.0000, 0.0002, 0.0001, 0.0001, 0.0000, 0.0000, 0.0000, 0.0000, 0.0000, 0.0000, 0.0002, 0.0000, 0.0000, 0.0000, 0.0000, 0.0000, 0.0003, 0.0000], "spin_multiplicity": 2, "charge": -2, "e_lumo_ev": [4.0, 4.0], "gap_ev": [5.141, 6.033], "homo_energy_ev": [-1.11, -2.01], "largest_force_ev_per_a": 0.494}

[2]
{"formula": "C4H9NO2", "method": "wB97M-V/def2-TZVPD", "elements": ["O", "O", "N", "C", "C", "C", "C", "H", "H", "H", "H", "H", "H", "H", "H", "H"], "xyz": [[-0.3376, -1.4781, 2.4811], [-0.7202, 0.4709, -1.5522], [-1.1911, -1.5359, 0.3792], [-0.5575, -0.9255, 1.4147], [0.6833, 0.6487, -1.3588], [-0.1128, 0.5069, 1.1338], [1.0615, 0.5753, 0.1392], [0.2012, 0.9141, 2.0971], [-0.9549, 1.1055, 0.7695], [-1.4444, -2.5059, 0.4833], [1.6574, 1.4621, 0.3797], [0.9684, 1.6294, -1.7616], [1.2366, -0.1155, -1.9225], [-0.9147, 0.5874, -2.4897], [-1.2976, -1.0562, -0.5059], [1.7224, -0.2833, 0.3132]], "forces_ev_per_a": [[-0.065, 0.151, -0.311], [-0.125, 0.007, -0.207], [0.018, -0.113, 0.070], [-0.012, 0.020, 0.029], [0.345, 0.093, -0.038], [-0.027, 0.033, 0.113], [0.094, -0.007, 0.002], [-0.013, -0.071, -0.137], [0.107, -0.129, 0.061], [0.023, 0.133, -0.011], [-0.100, -0.121, -0.059], [-0.016, -0.144, 0.072], [-0.105, 0.122, 0.103], [0.028, -0.008, 0.168], [0.005, -0.105, 0.188], [-0.156, 0.139, -0.044]], "nbo_charge": [-0.6263, -0.7477, -0.8437, 0.6742, -0.0649, -0.5047, -0.4196, 0.2369, 0.2305, 0.3974, 0.2160, 0.1663, 0.1674, 0.4824, 0.4202, 0.2157], "charge": 0, "e_lumo_ev": 0.5, "gap_ev": 9.848, "smiles": "NC(=O)CCCO", "homo_energy_ev": -9.36, "largest_force_ev_per_a": 0.359}

[3]
{"formula": "C4H7NO2S", "method": "wB97M-V/def2-TZVPD", "elements": ["S", "O", "O", "N", "C", "C", "C", "C", "H", "H", "H", "H", "H", "H", "H"], "xyz": [[-1.7680, -1.4064, -0.3003], [1.8050, -0.4159, 0.0266], [-1.9092, 1.5830, 0.2455], [1.2814, 0.6995, -0.2451], [-0.5388, -0.5286, 0.7103], [0.1393, 0.6672, 0.1481], [-0.7661, 1.6762, -0.3015], [3.3388, -0.3461, -0.0680], [3.7661, 0.6206, 0.2724], [3.6217, -1.2790, 0.7486], [3.6666, -0.5137, -1.1199], [-2.7280, -0.5532, -0.3075], [-0.3734, 2.6196, -0.8742], [0.2370, -1.0703, 1.0042], [-1.0768, -0.3664, 1.6867]], "forces_ev_per_a": [[1.880, -1.647, -0.451], [7.110, -3.574, 0.440], [2.729, 1.420, -2.769], [3.081, 3.093, -2.128], [-3.575, 1.991, 1.540], [-6.729, 0.243, -0.212], [-3.374, 2.534, 2.827], [-0.698, -2.677, 1.961], [-0.798, -0.599, 0.057], [-0.433, 2.804, -2.750], [-0.405, -0.256, 0.885], [-0.968, 1.317, 0.261], [-0.932, -1.702, 0.571], [2.577, -3.577, 0.826], [0.536, 0.631, -1.058]], "nbo_charge": [-0.0203, -0.3655, -0.5481, -0.0457, -0.5787, 0.0508, 0.3800, -0.2713, 0.2055, 0.2079, 0.2031, 0.1366, 0.1572, 0.2385, 0.2499], "charge": 0, "e_lumo_ev": 0.0, "gap_ev": 9.080, "smiles": "CO/N=C(/C=O)CS", "homo_energy_ev": -9.04, "largest_force_ev_per_a": 7.970}

[4]
{"formula": "C3H3FO2", "method": "wB97M-V/def2-TZVPD", "elements": ["F", "O", "O", "C", "C", "C", "H", "H", "H"], "xyz": [[-2.6007, -0.4472, -0.2483], [1.5848, -1.1583, -0.4248], [0.7598, 0.7662, 0.1796], [-1.4332, -0.1459, 0.4113], [-0.5288, 0.4059, -0.3371], [1.8143, -0.0583, 0.0070], [2.7179, 0.5448, 0.2319], [-1.5239, -0.3575, 1.5123], [-0.7902, 0.4505, -1.3320]], "forces_ev_per_a": [[0.444, 0.059, 0.613], [1.934, 0.328, 0.442], [-1.426, 1.525, -0.138], [-2.078, -0.562, 1.589], [2.573, -0.510, 2.450], [-2.256, -0.749, -1.251], [-0.056, -0.918, 0.045], [0.487, 0.244, -1.431], [0.378, 0.583, -2.321]], "nbo_charge": [-0.3438, -0.5567, -0.5185, 0.2067, 0.0214, 0.6397, 0.1509, 0.1945, 0.2059], "charge": 0, "e_lumo_ev": 1.0, "gap_ev": 11.258, "smiles": "O=CO/C=C/F", "homo_energy_ev": -10.30, "largest_force_ev_per_a": 3.589}